Formula: C80H182N2O36
Source: OMol25
Level of theory: ωB97M-V/def2-TZVPD

LUMO energy   0.43 eV
E_HOMO   -0.3237 Ha
Calculated total energy   -5974.53704 Ha
Frontier orbital gap   9.24 eV

Positions of all 300 atoms, in Å:
O 4.967 -0.612 -0.951
O -4.409 -5.377 7.328
O 3.668 -3.239 -3.945
O 0.712 -3.703 4.749
O -0.105 -3.210 -2.743
O 2.075 0.389 8.209
O -1.537 -1.052 -8.870
O -4.569 1.385 1.532
O -2.843 3.003 8.686
O -2.560 3.785 -0.205
O 4.045 1.337 3.445
O 3.924 4.853 -5.284
O -1.711 7.471 -2.308
O 2.068 4.411 0.486
O 1.790 1.028 -2.415
O 3.413 5.480 -8.248
O -4.116 -4.217 0.253
O -0.566 -4.186 0.906
O 4.262 5.672 -2.681
O 2.271 -5.007 -5.791
O -5.075 0.670 4.177
O -2.298 -4.034 5.822
O 0.814 6.782 -0.902
O -1.933 -5.233 -2.823
O -1.454 -7.991 -3.600
O -1.297 2.661 6.348
O 0.239 0.406 -0.124
O -5.436 4.493 9.834
O 1.738 -7.816 -6.205
O 3.356 -1.595 6.384
O 3.889 -1.127 1.549
O 3.253 -0.243 -7.121
O -4.777 -4.847 2.791
O -1.035 -0.383 2.571
O 5.724 0.244 6.397
O 0.400 -0.990 -6.465
N -3.827 -0.042 -2.147
N 0.457 8.206 -5.807
C 5.241 -0.363 7.570
C -2.894 -3.913 0.957
C 4.342 6.568 -1.635
C -1.596 -1.549 -7.509
C 3.024 8.025 -5.334
C -0.717 6.628 -2.899
C 1.019 -5.468 -6.279
C 4.490 -1.628 7.238
C -2.457 -3.869 -3.007
C -2.074 -5.004 6.782
C 3.485 2.149 4.483
C -5.550 -5.485 1.818
C -6.911 -2.132 -1.137
C 2.658 -5.390 -4.468
C 2.703 4.690 -7.296
C 4.523 0.487 -0.156
C -5.917 0.594 5.311
C 2.983 3.864 1.434
C 3.432 -0.066 0.745
C -0.163 -7.525 -3.396
C -6.444 0.106 -2.051
C -1.825 -4.055 4.486
C -4.705 4.693 8.634
C -1.776 -4.926 0.676
C 2.636 -0.358 -5.869
C 0.467 1.580 -2.161
C 1.797 1.755 8.375
C -3.205 2.161 7.593
C 0.123 -0.865 1.905
C -4.461 -6.745 7.107
C 0.115 -2.715 -4.058
C -3.413 1.913 0.989
C 3.936 -4.574 -4.140
C -0.311 0.541 -1.376
C -3.703 3.255 0.398
C -5.299 -0.277 3.139
C -0.400 -4.540 4.206
C -4.963 0.005 -2.078
C 1.503 -0.223 7.035
C -0.965 -0.575 -6.627
C 6.666 1.227 6.621
C 4.348 -1.126 -7.374
C 0.730 6.834 -2.306
C -5.809 3.144 10.005
C 1.169 -6.772 -7.062
C 0.966 5.136 0.932
C 3.735 3.978 -6.446
C -3.118 -4.929 7.793
C -2.030 8.644 -2.985
C -1.865 -1.969 -9.904
C 1.584 -9.095 -6.685
C 0.175 5.649 -0.275
C 6.104 -0.347 -1.736
C 1.868 -3.773 3.879
C 1.621 8.200 -5.674
C -1.416 -2.933 -2.361
C 0.575 -4.566 0.067
C -0.161 -0.816 0.464
C -4.707 -5.441 0.531
C 3.131 10.409 -4.462
C 5.139 4.720 -4.676
C 1.187 0.036 -5.902
C -0.662 3.534 5.407
C -5.442 -4.676 4.047
C -7.137 -0.624 -0.970
C 4.020 -0.026 3.812
C -2.931 -6.132 -3.124
C 2.787 2.001 -2.782
C 3.828 9.324 -5.435
C 2.614 6.036 -9.264
C 3.144 -2.922 -2.654
C 2.083 -1.606 6.960
C -2.498 -7.552 -2.774
C -2.717 2.605 6.316
C 4.608 -0.877 2.737
C -3.193 4.341 8.627
C -2.567 3.662 -1.607
C -0.720 -0.212 3.950
C 5.314 5.828 -3.628
C -4.273 0.078 2.085
H 4.705 -0.911 -8.385
H 2.403 2.272 4.285
H 4.651 -0.299 4.642
H -5.634 -0.198 5.961
H 5.738 -0.246 -2.781
H -6.512 -5.030 1.709
H -1.105 5.640 -2.717
H 1.028 -0.239 2.260
H 6.661 0.491 -1.375
H 0.310 -1.660 -0.098
H 3.586 1.596 5.502
H -1.218 8.999 -3.652
H 1.898 0.298 6.119
H 0.780 -9.519 -6.068
H 7.554 1.031 7.225
H 4.615 3.984 -7.063
H 1.813 -6.595 -7.960
H 3.249 -1.851 -2.406
H -0.104 -0.407 -1.961
H -1.024 3.185 4.420
H 5.552 -0.501 2.454
H -1.679 -1.875 -2.526
H 5.208 6.837 -4.151
H 1.923 -3.010 3.120
H 3.821 11.240 -4.325
H -1.346 -2.979 -1.240
H 1.156 0.976 -6.463
H 1.183 -2.462 -4.155
H -6.706 -0.216 -3.083
H -5.201 4.071 7.796
H 0.637 -4.779 -6.984
H 2.311 2.386 7.621
H 6.229 2.155 7.020
H 4.831 9.124 -4.970
H -1.540 -0.497 -5.646
H 2.707 -1.339 -5.461
H -4.884 2.493 9.870
H 3.284 6.528 -9.999
H 1.859 6.677 -8.759
H 0.677 1.998 8.411
H -2.662 -1.730 -7.277
H -2.704 4.714 9.512
H -2.745 4.930 7.779
H 4.020 3.141 4.549
H -3.997 -6.265 0.695
H 2.992 7.639 -4.339
H 2.161 10.723 -4.813
H 0.168 -5.562 -5.543
H -5.860 1.547 5.854
H -2.874 -5.539 8.689
H -3.984 3.880 1.204
H 4.816 -1.906 3.114
H -1.944 -5.153 -0.372
H -4.697 5.738 8.402
H -0.376 -4.556 3.088
H 2.472 2.544 -3.672
H -4.249 -0.670 1.273
H 7.044 1.552 5.610
H -1.241 -0.975 0.348
H 3.102 0.328 -5.168
H -1.169 -2.565 -7.402
H -4.080 -7.215 8.014
H -5.785 -2.329 -1.076
H 2.850 -6.457 -4.388
H -6.798 -0.380 0.022
H -5.724 -5.662 4.509
H -3.205 -6.090 -4.178
H 2.005 -2.073 7.954
H 2.545 -9.707 -6.668
H -2.939 2.684 -1.999
H -4.547 3.256 -0.288
H -7.253 -2.420 -2.104
H -1.476 3.728 -1.867
H -6.564 1.163 -1.947
H 1.187 -3.632 0.076
H 0.265 -1.917 2.079
H -0.014 0.629 4.159
H 3.472 6.402 -1.029
H -3.863 -7.110 6.168
H 0.928 0.112 -4.856
H 3.746 1.534 -3.001
H 4.551 0.317 8.076
H -3.818 -5.907 -2.537
H 6.249 5.696 -3.079
H -6.434 -4.280 3.993
H -3.362 -3.844 8.112
H 6.014 4.878 -5.404
H 3.002 0.780 1.292
H -3.021 1.918 5.492
H 1.354 -9.096 -7.730
H -3.430 -3.881 -2.594
H -5.189 -1.320 3.394
H 2.848 2.771 -2.004
H -3.093 4.477 -2.044
H 4.356 -5.108 -3.264
H 3.511 7.208 -5.931
H -0.735 6.804 -3.961
H -1.646 -2.992 -9.670
H 2.718 -3.587 4.516
H 2.428 3.753 2.372
H -0.750 6.000 0.176
H 0.409 -0.093 7.206
H -0.416 -1.813 -4.260
H 6.095 -0.706 8.263
H -4.304 1.974 7.423
H 0.070 1.976 -3.145
H 0.461 -7.985 -4.120
H 1.132 7.806 -2.683
H 1.520 -2.308 6.372
H -8.183 -0.353 -1.028
H -0.264 -3.488 -4.696
H 4.271 -2.092 8.214
H -2.607 -3.588 -4.045
H 2.017 4.024 -7.744
H 4.018 9.625 -6.472
H 4.622 -4.585 -4.988
H -2.629 2.139 1.796
H 1.155 -5.432 0.487
H 3.333 2.968 1.023
H 2.185 1.998 9.368
H -0.087 -6.468 -3.497
H 2.071 -3.164 -2.516
H 0.314 -4.720 -0.945
H -3.321 -8.280 -2.975
H -3.415 0.070 2.710
H 2.190 5.431 -6.622
H -2.860 1.181 0.355
H 4.184 7.626 -1.951
H -1.353 0.762 -1.369
H -0.071 -1.130 4.348
H 3.484 2.951 -6.144
H 0.548 2.492 -1.551
H 3.008 -0.374 4.087
H 6.703 -1.248 -1.866
H -2.247 -7.463 -1.722
H 0.150 -7.109 -7.486
H 2.624 -0.425 0.134
H -7.533 -2.597 -0.408
H -1.895 -2.956 4.356
H -3.001 -1.889 -10.102
H -6.332 -0.120 2.759
H 1.987 -4.782 3.474
H -4.790 -4.076 4.644
H 5.307 1.010 0.376
H -6.356 3.063 10.926
H 4.062 1.174 -0.817
H 5.254 3.738 -4.220
H -2.754 1.207 7.928
H -6.888 0.260 5.009
H -6.567 2.827 9.239
H -3.108 -3.757 1.992
H 1.308 6.013 -2.750
H 5.229 -2.282 6.764
H -1.801 -5.842 1.297
H 0.243 -7.691 -2.375
H -1.627 -0.054 4.575
H 0.411 3.403 5.481
H -3.200 3.597 6.103
H -5.320 -5.641 -0.341
H -2.248 9.471 -2.274
H -1.361 -1.683 -10.882
H -5.781 -6.511 2.025
H 3.835 4.556 1.661
H -0.954 0.450 -7.065
H 0.183 4.497 1.474
H 5.275 6.456 -1.059
H -2.511 -4.604 3.844
H -1.107 -4.761 7.201
H -2.923 8.596 -3.625
H 3.682 -3.521 -1.860
H -2.608 -2.988 0.452
H -5.536 -7.055 6.966
H 1.206 5.911 1.650
H 5.136 -0.953 -6.634
H 1.962 -5.192 -3.629
H -1.980 -5.999 6.357
H 3.134 10.053 -3.461
H 2.014 5.233 -9.753
H -0.099 4.895 -0.981
H -0.961 4.594 5.622
H -0.186 -5.509 4.627
H 4.011 -2.159 -7.418